Record 1
{
  "formula": "CH5INP",
  "method": "ωB97M-V/def2-TZVPD",
  "de_lowest_kj_mol": 257.3,
  "homo_lumo_gap_ev": 8.58,
  "lumo_ha": -0.004,
  "total_energy_ha": -734.83067,
  "e_homo_ev": -8.7,
  "elements": ["C", "N", "P", "I", "H", "H", "H", "H", "H"],
  "xyz": [[0.2328, -0.4393, 0.3379], [-0.4833, 0.7261, 0.7949], [-1.8275, 1.4025, -0.0621], [-3.2467, -0.4254, -0.4621], [1.2721, -0.3178, 0.5851], [0.0855, -1.3885, 0.8448], [0.0137, -0.5581, -0.6529], [0.1096, 1.5277, 0.6217], [-0.7648, 1.7750, -1.6997]]
}

Record 2
{
  "formula": "C8H16N3",
  "method": "ωB97M-V/def2-TZVPD",
  "de_lowest_kj_mol": 0.0,
  "homo_lumo_gap_ev": 8.83,
  "lumo_ha": -0.117,
  "total_energy_ha": -478.45513,
  "e_homo_ev": -12.0,
  "charge": 1,
  "elements": ["C", "C", "C", "C", "C", "C", "C", "C", "N", "N", "N", "H", "H", "H", "H", "H", "H", "H", "H", "H", "H", "H", "H", "H", "H", "H", "H"],
  "xyz": [[2.6298, 0.4329, 1.1075], [1.2704, 0.3859, 1.0027], [2.0518, -0.0228, -0.9373], [-1.3283, -1.9449, -0.1732], [4.5007, 0.0736, -0.5109], [-2.5032, 1.5643, -0.9285], [-2.7968, 0.3261, 1.1387], [-1.5908, -0.6138, -0.7381], [3.1166, 0.1711, -0.1376], [0.9234, 0.1022, -0.2806], [-2.2395, 0.3479, -0.1889], [3.2664, 0.6192, 1.9453], [0.5280, 0.5453, 1.7562], [2.1284, -0.2395, -1.9830], [-1.2975, -1.9664, 0.9104], [-0.3852, -2.3187, -0.5622], [-2.1103, -2.6305, -0.5101], [4.7291, 0.7702, -1.3199], [5.1226, 0.3135, 0.3485], [4.7341, -0.9381, -0.8471], [-2.7001, 2.3830, -0.2414], [-1.6524, 1.8258, -1.5541], [-3.3810, 1.4292, -1.5639], [-2.6030, -0.6131, 1.6468], [-2.3723, 1.1417, 1.7260], [-3.8749, 0.4776, 1.0789], [-1.2638, -0.4533, -1.7571]]
}

Record 3
{
  "formula": "C31H31Cl44N2Si",
  "method": "ωB97M-V/def2-TZVPD",
  "homo_lumo_gap_ev": 6.53,
  "lumo_ha": -0.164,
  "total_energy_ha": -21846.89303,
  "e_homo_ev": -11.0,
  "charge": 1,
  "elements": ["C", "Si", "C", "C", "C", "C", "C", "C", "C", "C", "C", "N", "C", "C", "C", "C", "N", "C", "C", "C", "C", "C", "C", "H", "H", "H", "H", "H", "H", "H", "H", "H", "H", "H", "H", "H", "H", "H", "H", "H", "H", "H", "H", "H", "H", "H", "H", "H", "H", "H", "H", "H", "H", "H", "C", "Cl", "Cl", "Cl", "Cl", "C", "Cl", "Cl", "Cl", "Cl", "C", "Cl", "Cl", "Cl", "Cl", "C", "Cl", "Cl", "Cl", "Cl", "C", "Cl", "Cl", "Cl", "Cl", "C", "Cl", "Cl", "Cl", "Cl", "C", "Cl", "Cl", "Cl", "Cl", "C", "Cl", "Cl", "Cl", "Cl", "C", "Cl", "Cl", "Cl", "Cl", "C", "Cl", "Cl", "Cl", "Cl", "C", "Cl", "Cl", "Cl", "Cl"],
  "xyz": [[3.4508, -3.7117, 7.6917], [2.9041, -2.5635, 6.2972], [1.6875, -1.3346, 7.0521], [2.0882, -3.5360, 4.8949], [1.0432, -4.5640, 5.4098], [-0.2895, -4.4129, 4.6524], [-1.1911, -3.4374, 5.4373], [-2.2046, -2.6511, 4.5770], [-1.9665, -1.1400, 4.6855], [-3.2458, -0.2911, 4.8007], [-2.9053, 1.0466, 5.4618], [-1.7312, 1.6890, 4.7951], [-1.7914, 1.9040, 3.4890], [-0.7228, 2.4954, 2.8507], [0.3561, 2.8359, 3.6059], [0.3150, 2.5653, 4.9605], [-0.7155, 2.0178, 5.5705], [4.3806, -1.6596, 5.5386], [4.1126, -0.6631, 4.6064], [5.1545, 0.0102, 3.9999], [6.4554, -0.3148, 4.3191], [6.7346, -1.2886, 5.2531], [5.6915, -1.9677, 5.8629], [2.8772, -3.5286, 8.5996], [4.4890, -3.5098, 7.9449], [3.3167, -4.7630, 7.4432], [2.1246, -0.7825, 7.8843], [0.8121, -1.8496, 7.4463], [1.3442, -0.6079, 6.3108], [1.6838, -2.8195, 4.1753], [2.9010, -4.0546, 4.3881], [1.4221, -5.5473, 5.1430], [0.8873, -4.4690, 6.4827], [-0.7754, -5.3883, 4.6106], [-0.1421, -4.0770, 3.6265], [-1.7399, -3.9998, 6.1922], [-0.5074, -2.7707, 5.9556], [-2.0577, -2.9456, 3.5415], [-3.2242, -2.9373, 4.8284], [-1.4373, -0.8320, 3.7791], [-1.3464, -0.8832, 5.5439], [-3.7642, -0.1402, 3.8543], [-3.9423, -0.8093, 5.4571], [-2.6762, 0.9011, 6.5101], [-3.7328, 1.7461, 5.3531], [-2.6746, 1.6254, 2.9388], [-0.7546, 2.6986, 1.7704], [1.2155, 3.3183, 3.1677], [1.1699, 2.8465, 5.5573], [3.0813, -0.4297, 4.3699], [4.9311, 0.7660, 3.2572], [7.2591, 0.2104, 3.8175], [7.7556, -1.5465, 5.4948], [5.9011, -2.7493, 6.5791], [1.2729, 3.1400, -1.2515], [0.7514, 2.8415, 0.4352], [2.5195, 1.9840, -1.6938], [-0.1237, 2.9729, -2.2906], [1.9153, 4.7780, -1.3563], [-0.5018, -1.2352, -1.6580], [-1.2360, -0.4829, -3.0745], [-0.6047, -0.1154, -0.2587], [-1.3935, -2.7248, -1.3317], [1.1826, -1.6266, -1.9764], [2.2757, 1.2064, -6.3156], [3.4440, -0.1148, -6.2647], [2.9943, 2.6604, -5.6117], [1.8181, 1.5259, -7.9909], [0.8398, 0.7588, -5.3860], [4.8682, 5.8145, -8.2115], [4.0269, 4.2699, -7.9979], [3.6797, 7.0928, -8.4763], [5.8002, 6.1665, -6.7505], [5.9592, 5.7278, -9.5945], [-4.3256, -0.9397, -5.7296], [-2.8192, -0.0098, -5.8501], [-4.4801, -1.6109, -4.1014], [-5.6914, 0.1234, -6.0617], [-4.2941, -2.2511, -6.9068], [-3.3985, -6.5992, 1.3475], [-3.9095, -6.8790, 3.0158], [-2.2141, -7.8183, 0.8793], [-4.7972, -6.6856, 0.2773], [-2.6634, -4.9914, 1.2268], [-3.8653, 3.8480, -1.2415], [-5.6214, 3.8852, -1.1460], [-3.3640, 3.1897, -2.7963], [-3.2182, 5.4764, -1.0475], [-3.2271, 2.8033, 0.0551], [-8.7333, 1.6829, -8.8863], [-7.6354, 0.2990, -8.8319], [-7.9593, 3.0712, -8.1094], [-9.1087, 2.0742, -10.5627], [-10.2239, 1.2833, -8.0265], [4.4800, 2.7790, -12.5045], [3.9614, 3.0596, -10.8378], [6.1746, 3.2491, -12.6740], [4.3017, 1.0664, -12.9007], [3.4879, 3.7451, -13.6000], [-12.0763, 0.6767, -13.4364], [-10.7741, 1.0154, -14.5819], [-13.2671, -0.3840, -14.1930], [-11.4054, -0.1101, -12.0046], [-12.8508, 2.1921, -12.9622], [9.6080, 2.8862, 2.2795], [9.6235, 4.5584, 2.8467], [11.2339, 2.2114, 2.3795], [8.5125, 1.9306, 3.2972], [9.0452, 2.8326, 0.6084]]
}

Record 4
{
  "formula": "C3H4P2",
  "method": "ωB97M-V/def2-TZVPD",
  "de_lowest_kj_mol": 197.3,
  "homo_lumo_gap_ev": [6.93, 6.93],
  "lumo_ha": [-0.045, -0.045],
  "total_energy_ha": -799.26765,
  "e_homo_ev": [-8.2, -8.2],
  "elements": ["C", "C", "C", "P", "P", "H", "H", "H", "H"],
  "xyz": [[1.2560, 0.9984, -0.2079], [-0.3742, -1.0482, 0.2413], [0.1475, 0.3899, 0.1462], [-1.5485, 1.1161, 0.1164], [-2.7363, -0.7241, -0.1195], [2.2135, 0.3910, -0.3216], [1.1912, 1.9804, -0.6087], [0.1324, -1.6768, -0.5190], [-0.2816, -1.4267, 1.2727]]
}